The following is a DFT calculation (ωB97M-V/def2-TZVPD) of C3H9NO in the gas phase in a non-equilibrium geometry.

Positions of all 14 atoms, in Å:
H -0.47 2.28 0.73
N -1.38 0.24 0.31
H -0.90 -1.59 -0.33
H -2.11 0.52 -0.32
C -0.39 -0.69 0.00
C 1.91 -0.47 -0.49
H 2.13 -1.42 0.07
H -0.48 1.06 2.00
H 2.15 0.31 0.26
H -0.01 -1.11 0.94
H -1.97 1.74 1.54
O 0.65 -0.55 -1.07
H 2.70 -0.43 -1.24
C -1.02 1.42 1.12

As for the spin multiplicity: 1. For the energy relative to the best compared isomer or geometry (same formula, charge and spin), the calculation gives 49.6 kcal per mole. The calculation puts the HOMO energy at -9.30 eV. The SMILES is CNCOC. The calculation puts the total energy at -6792.9044 eV. The calculation puts the gap between HOMO and LUMO at 10.40 eV. The calculation puts the maximum force at 3.3 eV Å⁻¹. Its net charge is 0.

Just the natural (NBO) charges please, in e? Sure, here they are:
1 H 0.183
2 N -0.629
3 H 0.180
4 H 0.377
5 C 0.059
6 C -0.255
7 H 0.150
8 H 0.189
9 H 0.162
10 H 0.173
11 H 0.197
12 O -0.551
13 H 0.189
14 C -0.425